Entry 1:
ORCA calculation (ωB97M-V/def2-TZVPD) on a molecular structure, C5H7CuO3 in a non-equilibrium geometry.

## Properties
LUMO (alpha / beta) = -10.3 / -12.9 eV
Multiplicity = 3
ΔE to the lowest compared entry with this formula, charge and spin = 0.903 eV
HOMO level (alpha / beta) = -16.0 / -19.8 eV
Charge = +2

The geometry in XYZ format:
```
16
Properties=species:S:1:pos:R:3:forces:R:3:mulliken_spin:R:1
O -0.71755 -1.01417 0.20333 0.4 -2.0 -0.1 0.009
C -0.83254 -2.07773 -0.70290 0.5 3.3 2.8 -0.006
O -1.20458 -1.86488 -1.86746 -0.2 0.0 -0.8 0.204
Cu -0.86756 -3.69431 -2.04170 -0.1 -2.0 -1.3 0.582
O -0.51309 -3.18831 -0.25914 0.0 -0.6 -0.2 0.239
C -0.99307 0.19002 -0.16399 -0.7 1.8 -0.5 0.196
H -1.29440 0.34510 -1.20617 0.0 0.1 0.3 0.018
H -1.31541 2.14048 0.52761 0.2 -0.1 0.0 -0.005
C -0.70130 1.26129 0.74017 -0.6 -0.6 -0.1 0.021
H -0.72137 0.95883 1.79211 0.0 0.1 -0.2 0.004
C 0.82131 1.60379 0.34007 2.3 -1.2 -2.4 0.041
C 1.81483 0.61781 0.75432 0.0 0.1 1.7 0.620
H 0.96974 2.59369 0.79044 0.0 -0.1 -0.3 0.023
H 1.92970 0.40174 1.81820 0.1 -0.2 -0.3 0.027
H 1.09970 1.53936 -0.77316 -1.6 1.4 1.1 0.005
H 2.52559 0.18728 0.04828 -0.3 0.1 0.2 0.020
```
Forces are in eV/Å.



Entry 2:
ORCA calculation (ωB97M-V/def2-TZVPD) on a molecular structure, C5H7ErO3 in a non-equilibrium geometry.

## Properties
LUMO (alpha / beta) = -5.6 / -6.8 eV
Multiplicity = 5
ΔE to the lowest compared entry with this formula, charge and spin = 0.000 eV
HOMO level (alpha / beta) = -11.7 / -11.7 eV
Charge = +1

The geometry in XYZ format:
```
16
Properties=species:S:1:pos:R:3:forces:R:3:mulliken_spin:R:1
O -6.21057 -0.63687 2.87897 1.9 0.7 -0.5 0.001
C -5.37056 -0.09672 2.18504 -3.1 -1.5 1.4 -0.134
O -5.00845 1.12123 2.09897 0.3 2.1 -2.5 -0.035
Er -4.98219 1.36208 -0.25974 0.2 -1.6 3.6 4.619
O -4.84633 -0.77733 1.09563 1.2 -0.9 -1.3 -0.407
C -4.42498 -2.20801 1.29839 -0.2 0.4 -1.7 -0.043
H -4.15841 -2.50197 0.27767 0.1 0.0 0.2 0.002
H -3.50219 -2.23947 1.89081 -0.7 0.1 0.3 0.000
H -5.27694 -2.84654 1.56154 0.4 0.6 0.6 -0.003
C -3.91696 -1.01154 6.29878 -1.5 1.4 -0.8 0.000
C -4.05234 -2.26116 5.94714 -0.2 0.0 -1.9 0.000
C -4.23872 -3.33306 5.19062 0.3 0.0 1.4 0.000
H -4.26609 -0.63752 7.26290 0.6 -0.3 0.0 0.000
H -3.93639 -0.19780 5.47635 0.6 -1.5 1.3 0.000
H -3.46245 -4.10055 5.13207 -0.2 0.3 -0.2 0.000
H -5.24611 -3.59332 4.85433 0.3 0.1 0.1 0.000
```
Forces are in eV/Å.



Entry 3:
ORCA calculation (ωB97M-V/def2-TZVPD) on a single C5H7F3O3S molecule in a non-equilibrium geometry.

## Properties
LUMO = -0.6 eV
SMILES string = CC(C)=COS(=O)(=O)C(F)(F)F
Multiplicity = 1
ΔE to the lowest compared entry with this formula, charge and spin = 1.532 eV
HOMO level = -9.3 eV
Charge = 0

The geometry in XYZ format:
```
19
Properties=species:S:1:pos:R:3:forces:R:3:lowdin_charge:R:1
C -0.17298 1.81773 1.91597 -0.3 0.2 -0.2 -0.070
C 0.89185 0.92011 1.28756 -4.0 -1.5 -2.3 -0.295
C 2.36335 1.31485 1.09234 -0.8 -1.3 -1.1 -0.053
C 0.39076 -0.05202 0.43433 3.0 0.1 0.6 -0.120
O -0.91196 -0.55313 0.04685 0.8 -0.8 -1.1 -0.192
S -0.88983 -1.92361 -1.02219 2.1 -5.3 5.2 0.861
O -1.58897 -3.05764 -0.29698 0.8 4.5 -2.5 -0.272
O 0.47473 -2.32669 -1.35192 -1.9 2.0 -0.5 -0.268
C -1.88434 -1.54482 -2.52016 -3.7 1.1 -2.9 -0.527
F -3.12223 -1.16468 -2.07823 1.6 -0.1 0.0 0.104
F -1.42009 -0.50896 -3.30376 -0.1 -2.2 1.5 0.119
F -2.18300 -2.65446 -3.32641 1.9 2.1 1.9 0.108
H 0.12387 2.83564 1.58460 -0.5 -0.2 0.7 0.077
H -1.24021 1.61741 1.50579 1.9 0.1 0.7 0.104
H -0.19927 1.70898 3.02651 0.0 0.4 -0.8 0.083
H 2.57844 1.14311 -0.00064 0.0 0.6 1.1 0.095
H 3.08271 0.66701 1.59704 -0.2 0.3 0.5 0.077
H 2.44631 2.35317 1.36509 0.4 0.3 0.0 0.068
H 1.26083 -0.59197 0.04424 -1.0 -0.4 -0.7 0.101
```
Forces are in eV/Å.



Entry 4:
ORCA calculation (ωB97M-V/def2-TZVPD) on a single C5H7F4NO2S molecule in a non-equilibrium geometry.

## Properties
LUMO = 0.4 eV
SMILES string = O=C(O)[C@@H](CS)N[C@@H](F)C(F)(F)F
Multiplicity = 1
ΔE to the lowest compared entry with this formula, charge and spin = 0.000 eV
HOMO level = -9.1 eV
Charge = 0

The geometry in XYZ format:
```
20
Properties=species:S:1:pos:R:3:forces:R:3:lowdin_charge:R:1
O 2.13663 -0.68623 1.38167 1.9 -0.9 1.4 0.138
C 1.76952 0.23701 0.76343 -1.4 2.5 -1.7 -0.516
O 2.36877 1.46098 0.65714 1.3 -1.0 1.1 0.105
C 0.50236 0.13604 -0.03605 -1.4 -1.1 -1.4 -0.344
C -0.24694 -1.21902 0.35620 0.3 0.6 -0.7 -0.506
S 0.47265 -2.69659 -0.41980 0.8 -0.7 0.6 0.685
N -0.28436 1.32810 0.13875 -2.9 1.3 -3.1 0.062
C -1.39862 1.51275 -1.12321 0.2 -0.9 6.3 -0.104
F -2.44245 0.61220 -1.02785 0.6 -0.2 -0.2 0.038
C -2.01846 2.82230 -0.78550 -0.7 3.0 -1.5 -0.635
F -2.97912 3.21597 -1.68010 0.2 -1.1 0.2 0.127
F -2.55645 2.94362 0.40183 -0.5 -1.0 1.2 0.188
F -1.12554 3.80100 -0.85966 1.3 0.4 -0.2 0.153
H 1.83371 2.21722 0.38755 -0.7 -0.6 -0.3 0.106
H 0.76263 0.18820 -1.17134 -0.1 -0.7 1.9 0.180
H -0.26191 -1.37665 1.43259 0.1 0.3 0.0 0.076
H -1.29954 -1.18531 0.01479 0.7 0.1 0.1 0.060
H 1.38499 -3.17484 0.54388 -1.1 0.9 -0.9 -0.097
H -0.73943 1.52014 1.05429 0.2 -0.6 -1.0 0.142
H -1.00170 1.47180 -2.07684 1.4 -0.1 -1.7 0.142
```
Forces are in eV/Å.



Entry 5:
ORCA calculation (ωB97M-V/def2-TZVPD) on a gas-phase ion, C5H7F5NO (charge +1) in a non-equilibrium geometry.

## Properties
LUMO (alpha / beta) = -2.8 / -10.7 eV
Multiplicity = 3
HOMO level (alpha / beta) = -10.8 / -15.3 eV
Charge = +1

The geometry in XYZ format:
```
19
Properties=species:S:1:pos:R:3:forces:R:3:mulliken_spin:R:1
C -0.42437 -0.96242 -0.15447 4.6 -2.0 1.6 0.812
C -2.62836 -0.45882 -0.61241 -2.2 3.0 2.5 0.049
C -1.41251 1.17999 0.65011 2.8 -1.5 1.6 0.010
C 1.18718 -0.74357 0.56962 0.6 3.3 -1.2 0.239
C 3.09961 0.45394 -0.45964 -0.3 -0.2 -0.2 0.028
N -1.34038 -0.09736 -0.10893 -2.5 6.3 0.7 0.340
O 1.70939 0.38567 -0.10522 -1.3 -0.2 2.3 0.153
F -0.57334 -2.07110 -0.74050 0.5 -2.7 -1.1 0.124
F 1.04650 -0.52806 1.87504 -0.4 0.1 -1.2 0.135
F 3.39372 -0.76463 -0.79826 1.4 -1.7 0.3 -0.001
F 3.82700 0.90618 0.56852 -1.0 -0.5 -1.2 0.022
F 3.23295 1.16098 -1.53909 -0.2 1.2 0.5 0.001
H -2.55882 -1.00104 -1.47185 -0.2 -2.1 -1.9 0.010
H -3.10241 0.53970 -0.88017 0.3 -1.4 0.2 0.003
H -3.15480 -0.83132 0.30553 -0.2 -0.4 -1.3 0.007
H -1.94921 0.99220 1.61173 0.2 0.4 -0.8 -0.005
H -1.81787 1.97543 0.06113 -0.4 0.2 -0.4 0.005
H -0.33073 1.44337 0.91414 -1.5 0.0 -0.2 0.012
H 1.79643 -1.57913 0.31472 -0.3 -1.6 -0.1 0.054
```
Forces are in eV/Å.



Entry 6:
ORCA calculation (ωB97M-V/def2-TZVPD) on a single C5H7FN2 molecule in a non-equilibrium geometry.

## Properties
LUMO = 0.9 eV
Multiplicity = 1
ΔE to the lowest compared entry with this formula, charge and spin = 3.758 eV
HOMO level = -8.1 eV
Charge = 0

The geometry in XYZ format:
```
15
Properties=species:S:1:pos:R:3:forces:R:3:lowdin_charge:R:1
C -1.30765 -0.97623 -0.54191 0.1 -1.1 -0.3 -0.195
C -1.45688 0.47719 -0.81106 -1.2 -2.3 1.1 -0.124
C -0.13388 -1.48015 -0.16653 1.9 3.2 -1.0 0.066
C -0.53810 1.37449 -0.44650 -0.6 0.5 -2.0 -0.158
C 1.44217 -0.02150 -0.11023 -2.3 -4.0 0.3 -0.436
N 0.78214 1.20517 -0.10885 0.9 -0.4 0.7 0.051
N 2.15483 -0.30364 1.04619 2.0 -2.4 1.0 0.069
F 2.29626 -0.18090 -1.22713 -1.1 0.0 0.7 -0.008
H -2.14497 -1.75724 -0.72384 1.1 1.7 0.4 0.119
H -2.49113 0.70344 -1.11151 0.9 0.8 -0.1 0.098
H 0.07473 -2.52236 -0.02791 0.5 -0.2 0.3 0.042
H -0.78340 2.33112 -0.85992 0.1 1.0 0.6 0.107
H 1.34395 1.95866 0.29413 -0.7 -0.1 -0.5 0.151
H 2.54734 -1.28602 1.34917 -1.4 2.8 -1.5 0.154
H 2.08863 0.30842 1.82351 -0.3 0.4 0.4 0.063
```
Forces are in eV/Å.



Entry 7:
ORCA calculation (ωB97M-V/def2-TZVPD) on a molecular structure, C5H7FN2O2 in a non-equilibrium geometry.

## Properties
LUMO = 0.5 eV
Multiplicity = 1
ΔE to the lowest compared entry with this formula, charge and spin = 2.858 eV
HOMO level = -9.1 eV
Charge = 0

The geometry in XYZ format:
```
17
Properties=species:S:1:pos:R:3:forces:R:3:lowdin_charge:R:1
C 0.79717 -1.29630 0.03225 3.0 1.1 -0.1 -0.374
C 3.07784 -0.36004 -0.15827 -1.8 3.1 -0.8 -0.250
C 0.39830 0.15765 -0.21641 -2.9 -0.3 2.3 -0.478
C -0.46322 0.57965 1.11004 2.0 2.4 -1.4 0.010
C -0.59120 0.29590 -1.38914 3.5 -0.5 -1.7 -0.016
N 2.24812 -1.36379 0.13607 1.5 -1.6 0.7 0.157
N 1.59926 0.86043 -0.52372 3.7 -1.4 -0.7 0.025
O 0.30702 -2.35891 0.16578 -2.4 -0.6 0.0 0.149
O 4.20353 0.01639 -0.30350 -2.5 -1.4 0.6 0.150
F 1.89969 1.99515 0.25253 -0.7 -0.3 0.5 -0.080
H -0.72434 1.68775 1.01361 0.4 -1.5 0.1 0.111
H 0.16631 0.46808 1.96739 0.4 0.1 0.7 0.066
H -1.36539 0.05799 1.28564 -0.8 -1.0 -0.4 0.063
H -1.53008 0.03514 -1.04996 -2.3 0.1 0.5 0.044
H -0.32277 -0.51980 -2.14691 -0.3 1.5 0.5 0.112
H -0.36010 1.34331 -1.75141 -1.1 -1.4 0.0 0.116
H 2.52822 -2.33372 0.45380 0.1 1.6 -0.7 0.196
```
Forces are in eV/Å.



Entry 8:
ORCA calculation (ωB97M-V/def2-TZVPD) on a single C5H7FN2O2 molecule in a non-equilibrium geometry.

## Properties
LUMO = 0.2 eV
SMILES string = CN1C(=O)N=C[C@H](F)[C@H]1O
Multiplicity = 1
ΔE to the lowest compared entry with this formula, charge and spin = 0.721 eV
HOMO level = -10.0 eV
Charge = 0

The geometry in XYZ format:
```
17
Properties=species:S:1:pos:R:3:forces:R:3:lowdin_charge:R:1
C -1.97941 0.68295 0.28612 -1.8 1.4 0.8 -0.037
N -0.74620 -0.06986 -0.00371 -0.5 2.7 0.9 -0.031
C -0.72514 -1.42590 0.09814 -1.3 -0.5 -2.4 -0.519
O -1.70264 -2.04443 -0.28869 0.7 -0.2 1.1 0.095
N 0.48235 -2.03574 0.44136 -1.4 -1.6 1.3 0.161
C 1.57723 -1.48328 0.28393 2.7 0.9 -0.4 -0.081
C 1.63992 -0.15773 -0.45916 -1.1 -0.1 0.1 -0.182
F 2.89742 0.46207 -0.57656 -1.6 -0.7 0.6 -0.003
C 0.44060 0.71678 0.23512 3.0 0.1 -2.3 -0.284
O 0.40930 2.03091 -0.29418 -0.4 -0.5 -0.7 -0.008
H -2.72087 0.95092 -0.48938 1.0 -0.8 -0.8 0.088
H -2.67279 0.18216 0.99352 1.0 -0.1 0.0 0.097
H -1.77856 1.73638 0.66166 0.4 -1.6 0.0 0.105
H 2.50665 -2.01347 0.60147 -0.6 0.5 -0.2 0.142
H 1.31194 -0.51390 -1.46744 0.2 1.0 0.3 0.170
H 0.73685 0.92206 1.25137 -0.3 -0.3 0.7 0.159
H 0.32334 2.06009 -1.27357 0.0 -0.4 0.9 0.128
```
Forces are in eV/Å.



Energy (computed, hartree): -2060.0454, -1435.0503, -1118.0865, -1197.5859, -823.4986, -403.9688, -554.4561, -554.5346